Record 1
C15H45B3N6O6P2 as an isolated structure in a non-equilibrium geometry, computed with ωB97M-V/def2-TZVPD.

Geometry as XYZ:
```
77
Properties=species:S:1:pos:R:3
C -6.24797 -9.29578 1.96879
C -5.04543 -9.88875 1.10218
C -3.92426 -8.77690 0.90641
O -4.56625 -7.67107 0.26406
B -3.62495 -6.78475 -0.33213
O -3.19538 -7.08585 -1.65742
B -1.93663 -6.50772 -1.98040
O -1.28835 -5.66190 -1.02242
B -2.38055 -4.89950 -0.46605
O -3.23149 -5.65151 0.42493
H -7.21292 -9.52180 1.43438
H -6.28199 -9.74836 2.99693
H -6.17942 -8.18945 2.10305
H -4.63688 -10.83352 1.53431
H -5.47456 -10.04761 0.07149
H -3.53353 -8.52058 1.93725
H -3.05625 -9.20652 0.33827
H -1.41552 -6.65859 -3.03686
H -2.61196 -3.77873 -0.74339
O -2.08573 -1.23549 -0.22488
P -1.88372 -0.19110 0.88780
N -1.65922 1.14136 -0.18238
C -0.79204 2.28853 0.00502
C -2.91069 1.60025 -0.78670
N -0.36218 -0.88404 1.39019
C 0.88253 -0.50117 0.73163
C -0.38374 -2.34933 1.46586
N -1.84941 0.90842 2.30248
C -0.74951 1.04009 3.24694
C -3.09709 0.72295 3.07484
H -1.18670 3.00942 0.73202
H -0.66229 2.81910 -0.94325
H 0.21494 2.01794 0.31007
H -3.50985 2.17833 -0.06933
H -3.51230 0.75305 -1.12444
H -2.72355 2.22117 -1.66580
H 0.79405 -0.51666 -0.36049
H 1.70251 -1.16666 1.01501
H 1.22400 0.48284 1.05445
H -0.25371 -2.80988 0.48095
H -1.33136 -2.70424 1.88206
H 0.41255 -2.71598 2.11936
H -0.50101 0.10297 3.75124
H -1.01406 1.76829 4.02135
H 0.14113 1.44694 2.77121
H -3.10455 -0.23874 3.60040
H -3.96359 0.75170 2.40341
H -3.23805 1.52496 3.80324
O 2.27105 5.56828 0.10739
P 3.43493 5.39263 -0.88318
N 2.43154 5.07620 -2.25209
C 2.71052 4.18732 -3.36166
C 1.78716 6.28263 -2.77314
N 3.98772 3.92208 -0.11809
C 3.41069 2.63337 -0.48207
C 4.00175 3.99423 1.34875
N 4.89371 5.39834 -1.92417
C 5.89731 4.34557 -1.98216
C 5.59363 6.68949 -1.74889
H 3.44953 4.59707 -4.06233
H 1.79259 3.99715 -3.92608
H 3.05113 3.20519 -3.04552
H 2.49849 6.90012 -3.33943
H 1.38526 6.89034 -1.95912
H 0.94509 6.03463 -3.42341
H 2.31580 2.66729 -0.51137
H 3.70597 1.84921 0.22062
H 3.78911 2.27392 -1.43915
H 3.00810 3.82674 1.77596
H 4.35328 4.97227 1.68844
H 4.68106 3.24462 1.76431
H 6.37438 4.15240 -1.01821
H 6.68684 4.62762 -2.68728
H 5.48473 3.41938 -2.37808
H 6.07796 6.75349 -0.76779
H 4.88105 7.51868 -1.83248
H 6.34655 6.84362 -2.52546
```

Summary:
Gap between HOMO and LUMO in eV: 7.267

These are the Löwdin partial charges, in e, on atoms 1 to 5:
1 C -0.111
2 C -0.198
3 C -0.207
4 O 0.048
5 B -0.621

=====

Record 2
C15H45BaN4O25P4 as an isolated structure in a non-equilibrium geometry, computed with ωB97M-V/def2-TZVPD.

Geometry as XYZ:
```
94
Properties=species:S:1:pos:R:3
Ba -2.35654 0.29774 0.23686
N 1.25536 0.10662 -1.16297
O 1.77769 -1.00030 -0.86499
O 0.00729 0.19611 -1.02557
O 1.93738 1.05433 -1.57027
C 3.70342 -4.26114 -1.46318
N 2.60424 -4.72023 -2.38466
O 2.50951 -4.09612 -3.41582
O 1.83408 -5.59307 -2.03369
H 4.04044 -5.08061 -0.83677
H 3.30704 -3.45807 -0.84455
H 4.47407 -3.90417 -2.13770
C 4.91406 -0.11514 0.12823
N 5.58502 -0.85131 1.22617
O 5.01208 -1.83392 1.66510
O 6.63643 -0.45513 1.65153
H 4.08619 -0.76681 -0.12955
H 5.66264 -0.00649 -0.65150
H 4.59397 0.83694 0.54155
C 4.44594 -0.75413 -3.12901
N 5.74678 -1.32333 -3.60886
O 6.76351 -1.04833 -3.00295
O 5.71589 -1.99086 -4.62173
H 4.73661 0.23044 -2.78340
H 4.17615 -1.52455 -2.41064
H 3.75074 -0.75651 -3.95778
C -0.12436 0.62215 -4.20046
O -1.41450 0.00231 -4.23875
P -2.67690 0.83945 -3.75989
O -2.78622 1.13222 -2.29980
O -3.91586 0.06055 -4.37631
C -4.36456 -1.19511 -3.87405
O -2.54537 2.12464 -4.69167
C -3.41599 3.22009 -4.39310
H 0.01077 1.34782 -3.39533
H -0.01594 1.14244 -5.15329
H 0.72720 -0.04470 -4.07952
H -4.81112 -1.73216 -4.70818
H -5.08525 -1.12350 -3.05916
H -3.49766 -1.78044 -3.55180
H -4.09473 3.46952 -5.20653
H -2.83687 4.13310 -4.23528
H -3.98503 3.09616 -3.47141
C -3.91527 -3.98469 2.17776
O -2.53663 -4.37458 2.20877
P -1.37179 -3.31515 2.27299
O -1.62893 -2.02277 1.61944
O -1.00933 -3.27770 3.81621
C -0.48228 -4.46304 4.43857
O -0.09832 -4.08942 1.70919
C 0.56436 -3.76321 0.46605
H -4.43874 -3.85457 3.12578
H -4.42280 -4.75531 1.60699
H -4.00009 -3.01767 1.67860
H -0.35323 -4.19084 5.48000
H 0.47251 -4.81552 4.04822
H -1.14421 -5.31313 4.26849
H 1.02914 -4.63992 0.02617
H 1.31400 -3.01411 0.72294
H -0.20434 -3.34036 -0.18196
C -0.14365 3.74459 -1.75835
O -0.61833 4.58611 -0.69535
P -2.03153 4.27098 -0.04294
O -2.38291 2.87677 0.22721
O -1.98160 5.14901 1.29044
C -1.97127 4.57758 2.58346
O -3.02578 5.09665 -0.98602
C -2.71495 6.42156 -1.40607
H -0.91988 3.11667 -2.20743
H 0.57383 3.05655 -1.30654
H 0.32973 4.34631 -2.53076
H -2.96342 4.44175 3.00674
H -1.28413 5.05066 3.28560
H -1.49972 3.58643 2.55393
H -1.71129 6.80559 -1.26367
H -3.46522 7.07680 -0.95178
H -3.02312 6.53509 -2.45002
C -2.51883 -0.25872 4.48211
O -1.16836 -0.48060 4.06643
P -0.30143 0.69563 3.42336
O -0.92825 1.23604 2.19532
O -0.17064 1.66793 4.64605
C 0.54543 1.28568 5.83433
O 1.17671 0.08284 3.23329
C 1.99887 0.73827 2.25126
H -3.14386 -1.12506 4.27077
H -2.94927 0.58623 3.94129
H -2.48513 -0.10254 5.55774
H 0.43359 2.13798 6.50812
H 1.61235 1.28622 5.62302
H 0.13376 0.42018 6.34355
H 2.22120 0.08246 1.41281
H 2.92286 1.04913 2.74498
H 1.59264 1.69472 1.91360
```

Summary:
Charge: +1
Energy relative to the best compared isomer or geometry (same formula, charge and spin) in eV: 0.000
Gap between HOMO and LUMO in eV: 8.864

These are the Löwdin partial charges, in e, on atoms 1 to 5:
1 Ba 2.017
2 N -0.570
3 O -0.044
4 O -0.248
5 O 0.001

=====

Record 3
A 6-piece molecular cluster, C15H45N3O6 overall in a non-equilibrium geometry, computed with ωB97M-V/def2-TZVPD.

Geometry as XYZ:
```
69
Properties=species:S:1:pos:R:3
C -0.45624 3.80851 0.22322
O -1.23147 4.97905 0.33656
C -1.62215 5.20702 1.67570
C -2.88827 6.10709 1.64930
C -3.08025 6.90945 2.89935
N -4.07715 5.27165 1.38991
H -0.96417 2.91400 0.59927
H 0.47382 3.88759 0.79756
H -0.13933 3.62674 -0.80186
H -1.78899 4.29456 2.25673
H -0.79809 5.74517 2.16911
H -2.78665 6.69110 0.72860
H -3.98644 7.51673 2.86295
H -2.18962 7.51290 3.05077
H -3.37209 6.17388 3.65979
H -4.30509 4.85779 2.29899
H -3.92085 4.42714 0.84754
C 1.81951 -1.73914 3.24938
O 0.82667 -2.58945 3.77023
C 0.15190 -3.47288 2.88200
C -0.81565 -4.36192 3.61410
C -1.47638 -5.32684 2.61503
N -1.89620 -3.58257 4.25932
H 1.41478 -0.97192 2.57679
H 2.57372 -2.30788 2.69703
H 2.24241 -1.20049 4.09277
H -0.16262 -2.82417 2.04765
H 0.92095 -4.08535 2.37559
H -0.25473 -4.81521 4.43322
H -0.72883 -5.84075 2.01261
H -2.20358 -4.86108 1.94500
H -2.12383 -6.02491 3.14869
H -1.41467 -2.83512 4.75866
H -2.42367 -3.11415 3.52664
C 0.06185 -6.87849 -4.36084
O 0.08975 -6.06493 -3.20622
C 1.03956 -5.00541 -3.30027
C 1.00401 -4.32932 -1.91555
C -0.43039 -3.95087 -1.51149
N 1.62883 -3.00541 -2.06085
H 1.06947 -7.15878 -4.67677
H -0.44434 -6.40555 -5.20950
H -0.52812 -7.76252 -4.12330
H 2.04466 -5.42771 -3.41532
H 0.84770 -4.28142 -4.09204
H 1.49221 -4.95975 -1.16559
H -1.07412 -3.84958 -2.39151
H -0.55898 -3.01783 -0.96421
H -0.98336 -4.74948 -1.00778
H 2.62209 -3.09416 -2.26046
H 1.45889 -2.57660 -1.15904
C 0.23651 3.87932 -3.54607
O 0.82332 4.08654 -4.84976
H 0.79167 3.06930 -3.05724
H 0.39747 4.78290 -2.96105
H -0.78073 3.52000 -3.66013
H 1.53552 4.71267 -4.70141
C 3.55345 3.82149 -1.81205
O 2.79465 4.08031 -0.64136
H 4.58732 3.80785 -1.45110
H 3.39193 2.82481 -2.22548
H 3.38289 4.50125 -2.64939
H 3.03279 4.86454 -0.14870
C 1.05301 0.50468 -0.47561
O 1.70948 1.29217 0.49840
H 1.09597 -0.56866 -0.28183
H -0.01435 0.74922 -0.46604
H 1.43226 0.70725 -1.47858
H 2.32038 1.90569 0.07995
```

Summary:
Energy relative to the best compared isomer or geometry (same formula, charge and spin) in eV: 1.807
Gap between HOMO and LUMO in eV: 9.439

These are the Löwdin partial charges, in e, on atoms 1 to 5:
1 C -0.121
2 O -0.178
3 C -0.215
4 C -0.442
5 C -0.067

=====

Record 4
A 8-piece molecular cluster, C15H45NO11 overall in a non-equilibrium geometry, computed with ωB97M-V/def2-TZVPD.

Geometry as XYZ:
```
72
Properties=species:S:1:pos:R:3
C 0.38886 -1.24105 -5.41593
O -0.57749 -0.55720 -4.69799
C -0.06494 0.06390 -3.50884
C -1.23911 0.52568 -2.76466
N -0.93248 1.62248 -1.86567
H -0.14155 1.15723 -1.23074
H -0.51439 2.40615 -2.24968
C -2.06349 2.14402 -1.09279
C -1.68908 2.88265 0.20349
O -2.85099 3.48736 0.85688
C -3.35893 4.72752 0.38157
H 0.86647 -2.15013 -4.76612
H 1.29490 -0.63429 -5.74522
H -0.02319 -1.50947 -6.46803
H 0.38112 0.86083 -3.90338
H 0.56760 -0.72805 -2.79168
H -1.92248 -0.12718 -2.30430
H -1.87815 1.09954 -3.56801
H -2.63666 1.28232 -0.92918
H -2.48783 2.73177 -1.58660
H -1.12606 3.85413 0.06365
H -1.10546 2.12877 0.83501
H -3.99486 5.02192 0.96716
H -3.73117 4.47966 -0.63635
H -2.60804 5.54449 0.14406
C 0.78456 -0.01147 0.52078
O 1.34929 0.95644 -0.22303
O 1.44703 -0.67105 1.51140
O -0.43681 -0.37383 0.25222
H 2.39936 -0.51922 1.61453
C 3.58167 -2.68268 -2.62117
C 2.76296 -1.99918 -1.59092
O 2.93214 -0.66890 -1.86822
H 2.97620 -2.88357 -3.65406
H 4.00628 -3.65188 -2.30899
H 4.42695 -2.03342 -2.82354
H 3.08097 -2.15204 -0.60025
H 1.67279 -2.24728 -1.38104
H 2.46115 -0.13797 -1.29380
C -3.76228 -0.20184 2.26653
C -2.47143 0.27505 2.94993
O -1.47463 -0.68660 3.11110
H -4.55930 0.43598 2.04278
H -4.14524 -1.00646 2.90131
H -3.64977 -0.66770 1.26438
H -2.71607 0.75713 3.94583
H -2.04954 1.10177 2.46013
H -1.14523 -0.80171 2.24905
C -2.63561 -3.27058 0.41815
O -2.28401 -2.37956 -0.68666
H -2.31735 -4.37996 0.26486
H -3.71153 -3.10889 0.50256
H -2.20518 -2.85510 1.27819
H -1.52524 -1.87095 -0.37191
C 1.82325 2.74432 3.03321
O 1.90606 3.12805 1.69604
H 1.28722 3.45779 3.59345
H 2.51101 2.41854 3.73662
H 1.26999 1.84685 2.82505
H 1.71644 2.19587 1.20842
C 4.41216 0.72143 1.48143
O 4.09589 -0.30343 2.31665
H 5.45430 0.74554 1.22322
H 4.20183 1.61949 2.10023
H 3.94261 0.64493 0.52149
H 4.34092 0.01838 3.14482
C 0.19639 -3.70063 2.71606
O 0.61043 -3.25399 1.46224
H -0.23506 -4.70515 2.78014
H -0.50854 -3.00223 3.10708
H 1.06886 -3.57000 3.50652
H 0.56151 -2.34332 1.49053
```

Summary:
Energy relative to the best compared isomer or geometry (same formula, charge and spin) in eV: 4.677
Gap between HOMO and LUMO in eV: 9.572

These are the Löwdin partial charges, in e, on atoms 1 to 5:
1 C -0.155
2 O -0.195
3 C -0.178
4 C -0.129
5 N 0.045

=====

Record 5
A 7-piece molecular cluster, C15H45O7 overall in a non-equilibrium geometry, computed with ωB97M-V/def2-TZVPD.

Geometry as XYZ:
```
67
Properties=species:S:1:pos:R:3
O 0.25434 0.50211 -0.31080
H 0.14960 1.05958 0.50674
H -0.13619 -0.40600 -0.19575
H -0.16295 1.00498 -1.07183
C -3.13993 0.34936 -2.80120
C -3.11579 -0.94838 -1.99570
O -2.12642 -0.84781 -0.97768
H -3.37636 1.20098 -2.16762
H -3.79843 0.29815 -3.66574
H -2.13426 0.44336 -3.21687
H -2.91309 -1.75888 -2.70181
H -4.09404 -1.14166 -1.54309
H -2.02822 -1.72617 -0.57927
C 0.99315 1.77808 -3.44522
C 0.37695 2.94721 -2.69990
O -0.64590 2.46266 -1.80915
H 1.43291 1.05792 -2.75096
H 1.85693 2.10792 -4.02650
H 0.26969 1.34805 -4.13529
H -0.08071 3.60564 -3.44179
H 1.18028 3.50385 -2.21092
H -1.37224 3.09026 -1.83956
C -2.44918 2.80127 1.59203
C -1.78123 1.54054 2.14066
O -0.34182 1.66561 2.04866
H -3.39345 2.96473 2.11920
H -2.72538 2.69957 0.54177
H -1.84962 3.69815 1.72515
H -2.12378 0.65926 1.59573
H -2.06160 1.35370 3.17799
H -0.02945 1.98163 2.90006
C 3.60450 2.47801 1.05218
C 4.34052 2.29132 -0.28132
C 5.82403 2.08347 -0.22479
O 3.69360 1.21016 -0.99164
H 3.73092 1.70580 1.81293
H 2.54130 2.65245 0.88731
H 3.99241 3.38731 1.52735
H 4.08343 3.17148 -0.87882
H 6.20690 1.98755 -1.24453
H 6.07223 1.16897 0.32260
H 6.41513 2.88631 0.21465
H 4.34254 0.49949 -1.05898
C -1.89571 -2.21480 2.86263
C -2.97432 -2.93993 2.04153
C -4.25867 -2.15894 1.73160
O -2.36102 -3.34257 0.79633
H -2.42773 -1.71905 3.67868
H -1.46578 -1.42096 2.25404
H -1.17263 -2.92925 3.23989
H -3.26964 -3.81082 2.63947
H -4.93695 -2.76124 1.12980
H -4.05773 -1.17069 1.31291
H -4.74958 -1.94731 2.68658
H -3.09223 -3.58173 0.21263
C 2.49974 -1.99808 -0.51944
C 1.42454 -2.96662 0.00572
C 1.91832 -3.79774 1.18641
O 0.27495 -2.14969 0.28160
H 2.98024 -1.43945 0.28960
H 1.97632 -1.21331 -1.05383
H 3.24725 -2.65683 -0.95966
H 1.11499 -3.68154 -0.76492
H 2.03342 -3.27275 2.13569
H 2.86105 -4.26264 0.88615
H 1.31211 -4.67445 1.44155
H -0.46226 -2.70760 0.58676
```

Summary:
Charge: +1
Energy relative to the best compared isomer or geometry (same formula, charge and spin) in eV: 1.137
Gap between HOMO and LUMO in eV: 10.594

These are the Löwdin partial charges, in e, on atoms 1 to 5:
1 O 0.196
2 H 0.108
3 H 0.106
4 H 0.106
5 C -0.070

=====

Record 6
A 9-piece molecular cluster, C15H46NO11 overall in a non-equilibrium geometry, computed with ωB97M-V/def2-TZVPD.

Geometry as XYZ:
```
73
Properties=species:S:1:pos:R:3
N -9.13746 9.87537 -13.33227
O -8.75202 9.83836 -12.17279
O -9.24768 8.76263 -13.90538
O -9.49700 10.88310 -13.81621
O -8.61762 5.12177 -9.41846
H -7.76811 5.29788 -9.82286
H -9.13357 5.90927 -9.59130
O -12.97859 14.78200 -14.82889
H -12.47734 14.02248 -14.53205
H -12.77929 15.46587 -14.18950
O -6.33132 4.33951 -13.76365
H -6.20931 4.92166 -14.51362
H -7.12647 4.66003 -13.33792
C -4.66256 12.03691 -7.46821
C -4.79960 13.23382 -8.41739
C -3.68579 13.44633 -9.47132
O -5.97616 13.32415 -9.19446
H -3.73430 12.13501 -6.90534
H -4.56619 11.07640 -7.97440
H -5.37066 11.91597 -6.64842
H -4.77966 14.09560 -7.75027
H -3.79557 14.40780 -9.97292
H -3.68007 12.61610 -10.17757
H -2.71434 13.39650 -8.97945
H -6.04629 12.55218 -9.76080
C -18.05645 10.07882 -14.47454
C -16.55167 9.97242 -13.97842
C -16.05376 8.64519 -13.48369
O -15.80299 10.33870 -15.12328
H -18.50599 9.14814 -14.82073
H -18.19750 10.69230 -15.36440
H -18.64688 10.60416 -13.72386
H -16.48355 10.65235 -13.12921
H -15.83541 8.59614 -12.41691
H -15.14665 8.27112 -13.95836
H -16.83332 7.88765 -13.56445
H -15.58687 11.27327 -15.08493
C -12.46772 3.16723 -16.36914
C -11.65355 3.29416 -17.69560
C -12.40590 2.68781 -18.89666
O -11.37130 4.69875 -18.02586
H -13.54004 3.35159 -16.43432
H -11.98110 3.86898 -15.69175
H -12.34748 2.21363 -15.85505
H -10.65910 2.87371 -17.54594
H -13.32830 3.23076 -19.10277
H -12.64779 1.63495 -18.75145
H -11.69897 2.89160 -19.70091
H -10.93569 5.15768 -17.30390
C -11.91210 10.16317 -4.75205
C -12.58358 10.37721 -6.08670
C -14.04801 10.76370 -5.88733
O -12.12188 11.47030 -6.77017
H -12.16738 10.89703 -3.98760
H -10.83246 10.30969 -4.78361
H -12.15065 9.16884 -4.37454
H -12.42681 9.45474 -6.64577
H -14.41548 10.60838 -6.90170
H -14.11981 11.80871 -5.58582
H -14.54779 10.07899 -5.20214
H -11.21186 11.30446 -7.02699
C -6.05868 15.61374 -16.06566
C -7.08612 16.18393 -17.15614
C -6.18241 16.70683 -18.30331
O -7.85990 15.07725 -17.63650
H -6.34730 14.60487 -15.77074
H -6.19885 16.14977 -15.12698
H -5.01090 15.62289 -16.36595
H -7.69907 16.98042 -16.73426
H -5.51006 15.95769 -18.72145
H -5.55401 17.54179 -17.99338
H -6.75631 17.14048 -19.12227
H -8.22027 14.71078 -16.82567
```

Summary:
Charge: -1
Energy relative to the best compared isomer or geometry (same formula, charge and spin) in eV: 3.407
Gap between HOMO and LUMO in eV: 6.652

These are the Löwdin partial charges, in e, on atoms 1 to 5:
1 N -0.733
2 O -0.103
3 O -0.126
4 O -0.035
5 O -0.060